Computed, not measured: a 9-piece molecular cluster, C51H124O35P8 overall in a non-equilibrium geometry, with ωB97M-V/def2-TZVPD.

Its HOMO-LUMO gap (alpha / beta) is 1.393 / 10.479 eV. The LUMO energy (alpha / beta) is 1.95 / 1.98 eV. Its expectation value of S² is 0.75. The calculation puts the electronic energy at -7382.312983 Ha. As for the total charge: -1. The HOMO energy (alpha / beta) comes out at 0.6 / -8.5 eV. As for the spin multiplicity: 2.

Last column: Löwdin charge in e.
CARTESIAN COORDINATES (ANGSTROEM)
1 C -1.391 3.493 -2.051  -0.063
2 H 2.290 0.326 5.431  0.084
3 H 3.486 3.411 7.446  0.098
4 H 2.880 2.552 -6.698  0.054
5 H 2.119 -2.580 -2.511  0.105
6 C 4.349 -0.111 5.578  -0.289
7 C 4.914 -1.162 1.195  -0.076
8 H -7.510 9.407 3.411  0.078
9 C -5.400 -2.339 6.410  -0.056
10 C -4.404 7.839 0.036  -0.243
11 H 0.036 -0.372 -5.958  0.085
12 H -2.359 -3.572 -4.049  0.110
13 C 0.281 0.184 0.085  -0.139
14 P -7.501 -0.324 0.760  0.563
15 O -8.593 0.429 1.357  -0.222
16 H -1.064 -3.682 -6.819  0.064
17 H -6.461 -2.099 6.474  0.068
18 H 5.028 -0.925 5.323  0.111
19 H 5.361 -5.915 0.107  0.118
20 C -0.106 -1.835 4.211  -0.263
21 C 10.319 -2.709 -1.308  -0.073
22 H 0.729 1.203 -5.565  0.048
23 H 0.554 -0.824 0.399  0.104
24 H 7.612 1.286 -1.056  0.069
25 H -1.939 -4.049 9.923  0.078
26 C 3.881 2.988 2.731  -0.222
27 C -1.430 1.191 -5.462  -0.287
28 H 6.974 -0.883 -2.434  0.067
29 H 2.017 5.636 6.071  0.071
30 O -0.989 -4.977 -2.472  -0.187
31 H 4.917 -2.156 1.643  0.086
32 O -0.966 -2.890 4.606  -0.194
33 C 1.684 -3.501 -2.122  -0.277
34 O 5.806 -4.171 -0.361  -0.190
35 H 4.918 0.277 6.423  0.102
36 H -3.680 1.010 1.680  0.082
37 H -1.941 -2.477 9.099  0.071
38 C -7.902 0.377 -1.738  -0.311
39 O 3.121 3.090 5.386  -0.213
40 C 2.781 3.661 6.654  -0.276
41 C 9.507 -2.602 0.054  -0.228
42 C -6.498 7.454 3.720  -0.378
43 C 0.878 2.218 0.864  -0.669
44 O -2.382 0.216 -5.050  -0.259
45 P 4.716 -0.053 -4.009  0.413
46 C 4.097 3.941 1.559  -0.081
47 H -2.883 -0.117 0.610  0.064
48 H -8.857 0.815 -1.448  0.124
49 H -1.825 -8.056 -1.293  0.076
50 H 2.221 0.044 -0.605  0.114
51 P 0.050 -5.050 -3.654  0.537
52 H -8.668 -1.063 -3.258  0.076
53 C -2.216 -3.528 9.007  -0.087
54 H 7.895 2.195 -2.467  0.075
55 C -3.620 9.158 -0.351  -0.079
56 O -2.924 1.740 -3.030  -0.241
57 P 4.635 2.501 5.122  0.496
58 O -4.794 0.260 -4.002  -0.219
59 C 7.114 0.104 -2.875  -0.279
60 H 5.095 3.958 1.120  0.074
61 O 4.923 3.204 3.780  -0.158
62 P 7.031 -3.129 -0.806  0.565
63 H -6.215 -0.251 -5.386  0.089
64 H -3.306 -3.510 8.983  0.070
65 H -9.239 -2.063 1.743  0.114
66 H -6.058 9.424 4.430  0.079
67 H -4.857 -0.796 4.827  0.123
68 H -5.722 1.300 -7.135  0.075
69 O 1.540 2.041 -0.195  0.097
70 H 3.833 4.974 1.784  0.078
71 C 5.275 -1.128 -0.219  -0.325
72 C -6.530 8.956 3.567  -0.066
73 H 4.868 -3.909 -6.138  0.076
74 C 3.381 1.584 -6.665  -0.075
75 H -9.229 -2.749 -0.589  0.065
76 H 3.770 5.461 5.905  0.082
77 O 5.076 0.301 -5.497  -0.181
78 H -0.474 -0.829 4.011  0.120
79 O -7.343 -1.947 1.164  -0.187
80 H -1.658 2.167 -5.034  0.100
81 P -4.661 6.395 2.391  0.544
82 H 3.059 5.636 7.467  0.072
83 H -9.868 -3.850 0.446  0.076
84 H 5.383 -6.825 -2.208  0.068
85 C -1.863 -4.253 7.749  -0.324
86 H 0.194 0.333 -4.246  0.059
87 H 4.143 -3.390 -3.768  0.101
88 H -7.220 7.025 3.024  0.123
89 H 6.245 -3.377 -5.206  0.074
90 H -2.801 4.858 1.055  0.098
91 H 3.857 -0.901 1.237  0.064
92 C -0.050 0.490 -5.297  -0.061
93 O 7.325 -3.142 -2.213  -0.203
94 H -5.397 -3.335 5.967  0.077
95 P -2.043 -2.411 5.766  0.550
96 O -2.469 -3.778 6.586  -0.182
97 O -6.094 0.519 0.908  -0.165
98 H -4.601 0.926 -0.463  0.110
99 C -0.981 6.023 1.825  -0.053
100 H 3.402 3.598 0.792  0.059
101 H 3.454 1.267 -7.705  0.063
102 H -8.158 -3.472 2.160  0.123
103 O -4.612 7.792 1.449  -0.243
104 C 2.904 5.165 6.496  -0.072
105 C 5.265 -3.068 -5.569  -0.069
106 O 6.567 -1.645 -0.216  -0.201
107 C -5.162 0.026 -5.429  -0.242
108 H -0.650 0.141 -0.480  0.100
109 C -1.817 -6.063 -2.183  -0.307
110 H 9.205 -1.558 0.131  0.098
111 O -5.263 6.922 3.819  -0.143
112 H 0.682 -3.126 -1.910  0.095
113 H -2.663 9.180 0.170  0.060
114 H 1.526 -4.683 -0.405  0.074
115 O -2.586 -0.831 -2.609  -0.287
116 C 5.769 -5.808 -2.145  -0.042
117 C -4.889 0.122 0.215  -0.280
118 H -1.503 1.214 -6.549  0.098
119 H -2.280 1.563 -1.272  0.093
120 H 8.930 0.813 -2.101  0.065
121 H -3.909 -0.686 2.024  0.078
122 H 9.923 -1.890 -1.909  0.053
123 H -3.498 9.197 -1.434  0.064
124 H -0.935 1.411 -2.483  0.089
125 H 11.403 -2.817 -1.282  0.066
126 H -0.986 3.548 -3.061  0.051
127 H 4.939 -5.145 -2.389  0.050
128 H 1.285 0.811 -1.829  0.117
129 H 1.139 -3.381 3.017  0.068
130 H -0.757 3.417 -1.167  0.063
131 H -2.594 -5.731 -1.495  0.121
132 H 2.120 -3.075 -0.005  0.062
133 O 5.100 -1.580 -3.786  -0.195
134 C -8.420 -2.709 1.427  -0.362
135 H -2.043 4.362 -1.964  0.064
136 H -4.890 -0.828 -0.320  0.122
137 C -4.463 -1.382 5.657  -0.334
138 H 4.927 2.286 -5.142  0.107
139 O -5.328 5.315 1.664  -0.229
140 O 5.662 2.836 6.204  -0.273
141 H 10.300 -2.708 0.796  0.107
142 C -1.804 1.983 -2.159  -0.266
143 H 0.532 -1.682 5.082  0.079
144 C -4.974 1.222 -6.345  -0.092
145 H -5.946 9.130 2.663  0.058
146 H -8.233 -4.126 -0.292  0.080
147 H -4.085 10.103 -0.071  0.064
148 C 0.557 -2.467 2.897  -0.059
149 C -2.310 5.174 1.975  -0.252
150 H -7.539 0.251 -3.924  0.052
151 H -2.251 -6.389 -3.128  0.113
152 H -3.956 1.416 -6.683  0.057
153 C -1.925 -3.466 -6.187  -0.056
154 O 3.326 0.267 -3.677  -0.223
155 H 2.741 -1.343 4.934  0.060
156 H -0.849 -6.951 -0.582  0.070
157 O -0.242 -3.590 -4.478  -0.194
158 C 6.044 -5.462 -0.611  -0.344
159 H -0.571 6.156 2.826  0.077
160 O -7.732 -0.598 -0.847  -0.232
161 H -3.772 6.975 -0.170  0.104
162 H -2.539 -2.765 -6.753  0.048
163 O -3.101 6.064 2.734  -0.212
164 H 4.609 -1.740 -0.827  0.112
165 H 6.979 -5.936 -0.309  0.113
166 H 6.582 -5.662 -2.856  0.066
167 C -1.133 -7.266 -1.586  -0.088
168 H -2.137 4.247 2.522  0.116
169 O 0.077 -6.237 -4.510  -0.221
170 H -1.454 -2.136 -4.378  0.075
171 O -3.437 -1.971 5.040  -0.180
172 P -3.182 0.224 -3.560  0.623
173 C 4.304 -2.567 -4.465  -0.230
174 H -6.982 -1.061 -2.990  0.070
175 O 4.492 0.921 4.603  -0.216
176 H 2.780 0.944 -6.018  0.030
177 C 2.197 -3.887 -0.727  -0.050
178 H -6.892 7.137 4.686  0.122
179 H -0.303 -7.683 -2.157  0.078
180 H 3.463 -2.223 -5.066  0.123
181 H 1.131 -1.650 2.459  0.041
182 C -8.897 -3.418 0.204  -0.088
183 H 7.589 -0.132 -3.827  0.122
184 C 1.389 0.734 -0.746  -0.096
185 O 8.353 -3.479 0.119  -0.188
186 H 4.036 2.044 2.208  0.103
187 H -4.688 -0.895 -5.769  0.106
188 O 0.144 1.087 1.191  0.057
189 C -1.532 -3.190 -4.647  -0.304
190 H -2.192 -5.274 7.939  0.115
191 H -7.029 1.020 -1.631  0.117
192 H 1.877 3.223 7.079  0.118
193 H 5.399 -2.191 -6.202  0.065
194 C 4.833 1.584 -5.971  -0.259
195 H -0.795 -4.440 7.641  0.117
196 H -0.514 5.385 1.074  0.049
197 H 2.800 -1.040 6.638  0.083
198 H -2.540 -4.363 -6.265  0.052
199 H -1.046 7.020 1.389  0.061
200 H -5.119 2.106 -5.725  0.079
201 H 5.539 -0.428 1.703  0.092
202 O 1.518 -4.693 -2.928  -0.195
203 H -0.223 -2.626 2.152  0.064
204 O 5.867 0.704 -3.143  -0.194
205 H -5.331 7.982 -0.521  0.112
206 H 5.202 -0.132 -0.657  0.122
207 C -3.779 0.030 1.213  -0.073
208 H -4.122 -0.595 6.330  0.116
209 O 0.781 3.217 1.452  0.172
210 C -7.832 -0.385 -3.089  -0.053
211 H 5.466 1.937 -6.786  0.108
212 C 7.900 1.169 -2.100  -0.060
213 H 2.821 3.089 2.963  0.104
214 H 3.213 -4.271 -0.825  0.054
215 O -1.549 -1.388 6.690  -0.227
216 H 10.022 -3.546 -1.940  0.063
217 H -5.200 -2.432 7.478  0.061
218 C 2.892 -0.551 5.668  -0.060



Computed, not measured: a 9-piece molecular cluster, C51H127N9O overall in a non-equilibrium geometry, with ωB97M-V/def2-TZVPD.

Its HOMO-LUMO gap is 8.786 eV. The LUMO energy is 0.70 eV. The calculation puts the electronic energy at -2587.303216 Ha. Its SMILES is CCN(CC)CC.CCN(CC)CC.CCN(CC)CC.CCN(CC)CC.CCN(CC)CC.CCN(CC)CC.CCN(CC)CC.CCN(CC)CC.CNC(C)=O. The calculation puts the energy above the lowest of the compared OMol25 structures with the same formula, charge and spin at 0.661 eV. The HOMO energy comes out at -8.1 eV.

Last column: Löwdin charge in e.
CARTESIAN COORDINATES (ANGSTROEM)
1 C -11.386 4.855 3.723  0.014
2 H -19.890 7.417 5.495  0.123
3 H -20.700 1.306 6.299  0.113
4 C -11.383 -1.654 8.189  -0.089
5 C -7.911 1.003 6.184  -0.244
6 H -16.693 3.382 5.369  0.054
7 H -15.896 5.940 5.302  0.058
8 C -14.713 -3.265 10.181  -0.093
9 C -16.739 3.960 -0.139  -0.263
10 H -11.815 -2.009 2.364  0.118
11 H -11.483 10.181 7.471  0.097
12 H -13.916 2.586 4.423  0.086
13 H -19.457 1.992 0.548  0.045
14 C -15.556 3.175 -0.661  -0.088
15 H -17.229 9.570 6.853  0.097
16 H -16.508 1.498 1.181  0.095
17 H -18.840 3.821 2.464  0.093
18 H -17.279 9.044 9.002  0.059
19 H -20.346 2.316 4.874  0.101
20 C -12.758 1.337 1.527  -0.075
21 H -10.581 -1.200 7.605  0.028
22 H -18.578 9.542 5.728  0.119
23 H -8.172 0.655 8.278  0.073
24 C -8.550 3.262 6.943  -0.250
25 H -6.414 3.304 7.344  0.069
26 H -12.144 4.122 3.987  0.048
27 H -13.865 -1.918 3.877  0.112
28 C -17.994 5.733 1.911  -0.087
29 H -16.330 2.457 3.977  0.061
30 H -15.942 1.760 5.580  0.058
31 H -16.202 12.756 7.985  0.072
32 C -8.238 2.828 4.586  -0.257
33 H -14.014 -4.154 8.383  0.116
34 H -12.019 -3.099 -0.109  0.068
35 C -15.065 6.024 6.004  -0.089
36 H -11.745 1.082 1.225  0.060
37 C -14.393 -1.755 2.920  -0.254
38 C -14.795 4.784 6.827  -0.241
39 H -14.186 11.938 8.930  0.118
40 C -24.198 0.525 4.779  -0.089
41 C -15.780 -1.177 3.171  -0.086
42 H -12.351 4.817 6.047  0.078
43 O -10.149 6.671 4.727  0.033
44 C -22.935 1.307 5.106  -0.275
45 C -7.226 3.994 7.108  -0.081
46 C -17.419 2.089 1.310  -0.261
47 H -15.764 8.489 5.138  0.041
48 H -12.954 9.509 4.262  0.073
49 H -12.896 -3.708 1.272  0.062
50 H -12.827 -0.992 6.760  0.077
51 H -11.701 2.405 5.892  0.065
52 H -24.173 -0.477 5.208  0.077
53 H -11.772 -0.974 0.956  0.097
54 C -12.595 9.774 5.255  -0.063
55 H -15.751 -0.305 3.824  0.036
56 C -14.546 11.373 8.067  -0.261
57 H -12.749 -3.405 9.364  0.098
58 H -14.317 2.028 7.477  0.103
59 H -10.959 -2.575 8.594  0.068
60 H -6.981 4.598 6.234  0.069
61 C -11.196 6.159 7.246  -0.066
62 C -20.536 1.289 5.222  -0.252
63 H -24.349 0.411 3.704  0.060
64 H -8.648 3.838 4.521  0.100
65 H -18.469 7.048 4.581  0.078
66 H -18.851 6.305 2.277  0.070
67 H -17.723 1.873 2.337  0.082
68 H -13.154 3.179 7.881  0.114
69 C -18.372 7.514 7.869  -0.245
70 N -21.714 0.718 4.575  -0.191
71 H -19.297 8.086 8.064  0.122
72 H -11.918 11.335 8.732  0.112
73 H -12.636 0.315 3.399  0.113
74 H -14.828 13.265 7.121  0.077
75 C -8.746 1.961 3.432  -0.089
76 H -7.251 4.712 7.932  0.072
77 H -14.478 -2.772 2.537  0.105
78 H -16.294 7.667 8.569  0.060
79 N -11.561 5.468 6.024  0.021
80 C -16.697 8.970 4.851  -0.079
81 C -15.958 2.671 4.982  -0.054
82 H -7.985 0.344 5.318  0.101
83 H -14.289 5.055 7.754  0.109
84 N -17.173 3.524 1.181  -0.173
85 H -11.763 8.662 9.245  0.063
86 H -11.550 -0.999 9.047  0.090
87 H -12.028 10.704 5.175  0.083
88 H -16.323 -0.747 6.247  0.064
89 H -10.887 7.188 7.080  0.072
90 H -15.788 2.120 -0.817  0.067
91 H -19.012 0.559 3.880  0.047
92 H -17.250 5.847 2.706  0.065
93 H -15.907 -2.365 7.936  0.106
94 H -10.505 4.312 3.375  0.064
95 H -8.384 -0.815 7.274  0.074
96 C -15.027 -2.115 7.343  -0.253
97 C -21.679 2.025 2.423  -0.076
98 C -13.759 -3.268 8.984  -0.267
99 C -12.782 -2.836 0.623  -0.090
100 C -18.356 4.280 1.602  -0.253
101 H -20.787 2.594 2.684  0.047
102 H -14.598 4.146 4.153  0.116
103 H -12.044 1.267 7.255  0.070
104 H -17.097 8.441 3.984  0.063
105 H -14.210 6.436 5.461  0.078
106 H -14.555 -4.128 10.829  0.069
107 H -14.953 -2.920 6.594  0.117
108 H -22.590 2.585 2.627  0.070
109 C -12.459 1.813 6.410  -0.065
110 H -13.085 9.559 9.954  0.067
111 C -21.652 0.665 3.115  -0.238
112 H -13.315 8.608 8.474  0.053
113 H -14.755 3.208 0.089  0.066
114 H -9.813 1.768 3.549  0.062
115 C -12.418 -1.646 1.515  -0.250
116 H -17.573 3.837 -0.849  0.114
117 N -13.844 -2.031 8.202  -0.175
118 H -22.835 1.262 6.194  0.110
119 C -18.494 1.516 0.374  -0.071
120 C -12.632 9.277 9.001  -0.084
121 H -11.693 5.438 2.851  0.090
122 H -12.084 6.147 7.880  0.071
123 H -14.676 -0.574 5.801  0.040
124 H -12.794 1.138 5.617  0.043
125 C -12.287 10.505 8.134  -0.229
126 H -12.724 2.361 1.903  0.062
127 H -12.532 -2.764 6.721  0.122
128 H -10.389 5.663 7.789  0.072
129 H -18.555 6.461 8.079  0.103
130 H -19.260 4.930 4.897  0.060
131 H -9.376 3.948 6.737  0.088
132 C -12.636 -1.878 7.364  -0.242
133 H -17.509 7.493 9.824  0.073
134 H -8.628 2.500 2.487  0.072
135 H -19.118 4.273 0.809  0.114
136 N -14.005 3.776 6.130  -0.206
137 H -20.746 0.141 2.808  0.099
138 H -15.120 10.487 8.377  0.102
139 C -15.313 -0.783 6.664  -0.097
140 H -14.317 0.762 2.843  0.089
141 C -17.660 9.007 6.024  -0.229
142 C -13.575 2.685 6.993  -0.243
143 H -16.391 -1.956 3.630  0.079
144 H -21.621 1.867 1.342  0.068
145 C -17.304 7.962 8.861  -0.086
146 H -19.478 4.980 6.599  0.073
147 N -8.590 2.257 5.882  -0.198
148 H -7.147 2.966 4.527  0.115
149 H -15.767 -3.352 9.899  0.058
150 C -18.920 5.460 5.792  -0.088
151 H -17.571 6.297 1.080  0.062
152 H -15.209 0.053 7.356  0.068
153 H -14.657 -2.327 10.734  0.075
154 H -16.294 -0.870 2.259  0.072
155 C -13.756 10.039 6.220  -0.272
156 C -14.594 3.320 4.868  -0.235
157 H -15.814 11.992 6.378  0.054
158 H -22.480 0.026 2.807  0.103
159 H -23.043 2.369 4.838  0.110
160 H -25.070 1.033 5.194  0.072
161 H -16.442 5.006 -0.097  0.106
162 H -17.880 5.152 5.935  0.047
163 H -19.334 -0.564 5.243  0.080
164 H -16.424 9.957 4.470  0.073
165 H -13.725 -2.678 0.101  0.077
166 H -14.558 10.460 5.615  0.080
167 H -14.207 9.103 6.589  0.091
168 H -18.406 0.922 5.439  0.057
169 H -15.373 6.844 6.657  0.044
170 C -13.342 0.368 2.553  -0.256
171 C -15.425 12.370 7.321  -0.087
172 H -6.839 1.195 6.338  0.114
173 N -13.608 -0.952 1.998  -0.191
174 H -18.488 0.428 0.444  0.076
175 H -11.898 9.014 5.610  0.052
176 C -19.273 0.479 4.938  -0.082
177 H -8.195 1.032 3.305  0.060
178 C -8.570 0.258 7.343  -0.087
179 N -13.387 10.950 7.285  -0.194
180 N -17.993 7.666 6.476  -0.200
181 H -18.293 1.717 -0.684  0.068
182 C -10.987 5.794 4.838  -0.564
183 H -9.658 0.330 7.355  0.042
184 H -15.073 3.575 -1.551  0.077
185 H -15.781 4.373 7.093  0.111
186 H -8.800 2.765 7.884  0.105
187 H -13.429 1.334 0.665  0.068
188 C -18.894 6.954 5.585  -0.257